Arrangement w

A 2-piece molecular cluster, H2P2S4 overall. Source: the Open Molecules 2025 dataset; level of theory: ωB97M-V with the def2-TZVPD basis set.

Structure (XYZ):
```
8
Properties=species:S:1:pos:R:3:nbo_charge:R:1
P -4.143 -0.720 -0.191 0.518
P -2.531 1.875 -0.163 0.604
S 0.759 1.180 0.462 -0.276
S -2.866 0.466 -1.602 -0.322
S -3.539 0.959 1.344 -0.342
S -3.123 -2.331 0.149 -0.502
H 0.556 0.707 1.715 0.166
H 0.760 0.091 -0.258 0.155
```

Values from the calculation:
- HOMO-LUMO gap (eV) = 6.42
- HOMO (eV) = -8.242
- charge = 0
- molar mass (g mol⁻¹) = 192.232
- spin multiplicity = 1



Arrangement x

A 2-piece molecular cluster, H2P2S4 overall. Source: the Open Molecules 2025 dataset; level of theory: ωB97M-V with the def2-TZVPD basis set.

Structure (XYZ):
```
8
Properties=species:S:1:pos:R:3:nbo_charge:R:1
P -2.307 1.412 -0.582 0.560
P -1.461 -1.548 -0.304 0.570
S 2.711 -1.142 0.305 -0.303
S -1.846 -0.159 1.100 -0.355
S -1.409 -0.517 -2.005 -0.355
S -0.998 2.842 -0.560 -0.418
H 3.612 -0.620 1.081 0.135
H 1.697 -0.267 0.965 0.167
```

Values from the calculation:
- HOMO-LUMO gap (eV) = 6.92
- HOMO (eV) = -8.695
- charge = 0
- molar mass (g mol⁻¹) = 192.232
- spin multiplicity = 1



arrangement w comes first in stability; the runner-up is 0.0091 hartree higher.



Arrangement w

One molecule with the formula C7H15NO. Source: the Open Molecules 2025 dataset; level of theory: ωB97M-V with the def2-TZVPD basis set.

Structure (XYZ):
```
24
Properties=species:S:1:pos:R:3:nbo_charge:R:1
C 0.409 2.337 2.507 -0.414
C 0.301 1.018 2.315 -0.190
C 0.537 0.171 0.921 0.053
O 1.501 0.904 0.187 -0.733
C -0.773 0.085 0.157 -0.051
N -1.143 1.331 -0.476 -0.845
C -0.566 -1.166 -0.968 -0.215
C 0.458 -2.262 -0.686 -0.616
C -0.419 -0.671 -2.406 -0.618
H 0.760 2.995 1.714 0.200
H 0.203 2.795 3.472 0.201
H -0.087 0.421 3.143 0.187
H 0.929 -0.778 1.288 0.184
H 2.055 0.253 -0.282 0.477
H -1.584 -0.247 0.812 0.201
H -1.704 1.914 0.140 0.369
H -0.302 1.869 -0.701 0.376
H -1.552 -1.650 -0.919 0.193
H 0.351 -3.082 -1.406 0.220
H 1.481 -1.885 -0.771 0.183
H 0.326 -2.686 0.314 0.207
H -0.504 -1.510 -3.108 0.203
H -1.221 0.023 -2.681 0.233
H 0.546 -0.182 -2.565 0.193
```

Values from the calculation:
- HOMO-LUMO gap (eV) = 9.77
- HOMO (eV) = -8.946
- structure (SMILES) = C=C[C@H](O)[C@@H](N)C(C)C
- charge = 0
- molar mass (g mol⁻¹) = 129.203
- spin multiplicity = 1



Arrangement x

A 2-piece molecular cluster, C7H15NO overall. Source: the Open Molecules 2025 dataset; level of theory: ωB97M-V with the def2-TZVPD basis set.

Structure (XYZ):
```
24
Properties=species:S:1:pos:R:3:nbo_charge:R:1
C 2.704 3.762 -1.275 -0.612
C 2.334 2.455 -0.580 -0.393
C 0.865 1.997 -0.737 -0.022
C -0.090 3.094 -0.257 -0.623
C 0.576 1.632 -2.197 -0.620
C 0.709 0.742 0.159 -0.526
C -0.585 0.039 0.074 0.421
N -1.751 -0.173 0.237 -0.448
H 3.783 3.950 -1.177 0.218
H 2.471 3.739 -2.348 0.207
H 2.180 4.622 -0.837 0.208
H 2.989 1.652 -0.956 0.202
H 2.556 2.554 0.496 0.200
H -0.053 3.965 -0.926 0.217
H -1.128 2.732 -0.238 0.227
H 0.179 3.431 0.755 0.208
H 1.268 0.854 -2.551 0.213
H -0.452 1.261 -2.317 0.227
H 0.681 2.509 -2.851 0.215
H 1.492 0.009 -0.094 0.246
H 0.854 1.020 1.214 0.255
O -0.617 -2.073 -0.895 -1.033
H -1.643 -1.729 -0.433 0.539
H 0.171 -2.305 -0.394 0.477
```

Values from the calculation:
- HOMO-LUMO gap (eV) = 10.37
- HOMO (eV) = -9.734
- structure (SMILES) = CCC(C)(C)CC#N.O
- charge = 0
- molar mass (g mol⁻¹) = 129.203
- spin multiplicity = 1



arrangement w comes first in stability; the runner-up is 0.0119 hartree higher.



Arrangement w

A 13-piece molecular cluster, C3H31O13 overall. Source: the Open Molecules 2025 dataset; level of theory: ωB97M-V with the def2-TZVPD basis set.

Structure (XYZ):
```
47
Properties=species:S:1:pos:R:3:nbo_charge:R:1
C 0.756 -0.043 -1.653 -0.609
C -0.681 0.346 -1.677 0.094
C -1.597 -0.808 -1.253 -0.662
O -0.786 1.338 -0.664 -1.004
H 1.042 -0.481 -0.644 0.175
H 1.545 0.696 -1.840 0.213
H 0.873 -0.902 -2.346 0.186
H -0.848 0.736 -2.718 0.144
H -2.673 -0.488 -1.376 0.224
H -1.325 -1.119 -0.279 0.191
H -1.420 -1.602 -1.866 0.194
O 0.480 0.283 1.490 -1.009
H 0.742 0.999 2.054 0.484
H 0.026 0.680 0.774 0.534
O -2.613 3.436 -0.923 -0.980
H -2.122 2.649 -1.069 0.498
H -2.563 3.708 -0.046 0.464
O 0.719 -2.520 1.186 -0.950
H 1.169 -2.749 2.011 0.461
H 0.793 -1.564 1.037 0.481
O -3.221 -2.551 0.717 -0.961
H -2.807 -2.263 -0.132 0.495
H -4.137 -2.348 0.615 0.490
O -5.277 -0.194 0.141 -0.991
H -5.468 0.578 -0.383 0.474
H -4.588 0.087 0.741 0.499
O 3.262 -2.775 -0.126 -0.970
H 3.235 -2.065 0.567 0.492
H 4.175 -2.791 -0.403 0.454
O -3.045 1.216 0.922 -1.027
H -2.774 0.448 1.424 0.475
H -2.360 1.195 0.264 0.497
O 3.076 -0.658 1.648 -0.968
H 2.172 -0.277 1.604 0.495
H 3.031 -0.873 2.595 0.465
O 1.061 3.108 -0.945 -1.026
H 1.789 2.511 -0.770 0.463
H 0.250 2.559 -1.041 0.504
O 5.019 -0.278 -1.389 -0.947
H 4.353 -0.019 -1.983 0.484
H 5.649 0.432 -1.278 0.467
O 3.367 1.985 0.059 -0.947
H 4.018 1.265 0.153 0.486
H 2.950 1.980 0.906 0.469
O -1.937 -0.745 2.250 -0.978
H -1.069 -0.609 1.879 0.483
H -2.231 -1.512 1.758 0.494
```

Values from the calculation:
- HOMO-LUMO gap (eV) = 7.45
- HOMO (eV) = -5.220
- charge = -1
- molar mass (g mol⁻¹) = 275.268
- spin multiplicity = 1



Arrangement x

A 13-piece molecular cluster, C3H31O13 overall. Source: the Open Molecules 2025 dataset; level of theory: ωB97M-V with the def2-TZVPD basis set.

Structure (XYZ):
```
47
Properties=species:S:1:pos:R:3:nbo_charge:R:1
C 0.465 0.963 -1.387 -0.669
C -0.596 0.961 -0.317 0.082
C -1.797 0.187 -0.761 -0.627
O -0.145 0.387 0.890 -1.051
H 0.283 1.848 -1.889 0.213
H 0.439 0.175 -2.134 0.202
H 1.497 1.185 -1.124 0.227
H -0.869 1.958 -0.046 0.137
H -1.701 -0.869 -0.719 0.208
H -2.218 0.551 -1.649 0.209
H -2.615 0.340 -0.015 0.186
O -2.936 -3.397 -2.659 -0.973
H -2.311 -3.491 -1.945 0.489
H -2.279 -3.294 -3.351 0.454
O 0.641 -0.780 3.074 -0.993
H -0.174 -1.000 3.562 0.466
H 0.336 -0.329 2.270 0.502
O -1.447 -3.664 -0.398 -0.984
H -0.638 -3.250 -0.600 0.474
H -1.700 -2.985 0.241 0.487
O 3.389 3.550 -0.331 -0.982
H 3.943 2.772 -0.259 0.467
H 2.662 3.444 0.302 0.507
O 2.924 -0.017 1.187 -0.976
H 1.980 0.108 1.068 0.490
H 3.141 0.318 2.068 0.476
O 3.856 1.747 -2.743 -0.951
H 3.320 2.438 -2.448 0.482
H 4.383 1.408 -1.987 0.469
O -1.774 1.974 2.382 -0.974
H -1.328 2.802 2.429 0.466
H -1.269 1.495 1.738 0.507
O 0.883 -2.197 -1.045 -0.978
H 0.470 -1.374 -0.742 0.508
H 1.372 -2.587 -0.349 0.499
O 1.497 2.472 1.625 -0.994
H 0.993 1.809 1.130 0.504
H 0.897 2.763 2.336 0.466
O -1.893 -1.890 1.566 -0.953
H -2.835 -1.779 1.517 0.467
H -1.490 -1.080 1.307 0.506
O -3.709 0.522 3.363 -0.963
H -3.082 1.124 2.933 0.492
H -4.037 0.090 2.570 0.441
O 1.074 -2.118 -3.744 -0.967
H 1.326 -1.281 -4.105 0.459
H 1.069 -2.012 -2.805 0.491
```

Values from the calculation:
- HOMO-LUMO gap (eV) = 9.18
- HOMO (eV) = -6.564
- charge = -1
- molar mass (g mol⁻¹) = 275.268
- spin multiplicity = 1



arrangement x comes first in stability; the runner-up is 0.0203 hartree higher.



Arrangement w

A 2-piece molecular cluster, C2H9N2 overall. Source: the Open Molecules 2025 dataset; level of theory: ωB97M-V with the def2-TZVPD basis set.

Structure (XYZ):
```
13
Properties=species:S:1:pos:R:3:nbo_charge:R:1
N -1.144 -0.186 -1.985 -1.109
H -1.196 -1.203 -1.952 0.388
H -1.995 0.328 -1.814 0.397
H -0.820 0.021 -2.904 0.394
H -0.168 -0.249 -0.384 0.474
C 0.007 -0.330 1.745 -0.448
C 1.491 0.780 0.253 0.124
N 0.434 0.095 0.416 -0.402
H -1.086 -0.314 1.802 0.239
H 0.227 -1.388 1.885 0.250
H 0.372 0.298 2.547 0.240
H 1.962 0.862 -0.719 0.232
H 1.916 1.287 1.111 0.220
```

Values from the calculation:
- HOMO-LUMO gap (eV) = 10.28
- HOMO (eV) = -15.075
- charge = +1
- molar mass (g mol⁻¹) = 61.108
- spin multiplicity = 1



Arrangement x

A 2-piece molecular cluster, C2H9N2 overall. Source: the Open Molecules 2025 dataset; level of theory: ωB97M-V with the def2-TZVPD basis set.

Structure (XYZ):
```
13
Properties=species:S:1:pos:R:3:nbo_charge:R:1
N -1.590 1.261 0.017 -0.872
H -1.030 2.036 -0.238 0.442
H -1.974 1.291 1.032 0.457
H -2.334 1.105 -0.594 0.430
H -0.992 0.388 0.047 0.469
C 0.623 -1.527 0.638 -0.492
C 1.295 0.237 -0.916 0.005
N 0.560 -0.057 0.127 -0.532
H 1.683 -1.942 0.753 0.239
H -0.042 -2.254 -0.027 0.236
H 0.374 -1.334 1.776 0.234
H 1.623 1.289 -1.009 0.193
H 1.803 -0.491 -1.606 0.193
```

Values from the calculation:
- HOMO-LUMO gap (eV) = 10.74
- HOMO (eV) = -14.496
- charge = +1
- molar mass (g mol⁻¹) = 61.108
- spin multiplicity = 1



Arrangement y

A 2-piece molecular cluster, C2H9N2 overall. Source: the Open Molecules 2025 dataset; level of theory: ωB97M-V with the def2-TZVPD basis set.

Structure (XYZ):
```
13
Properties=species:S:1:pos:R:3:nbo_charge:R:1
C -0.017 3.395 1.092 -0.843
H -0.105 2.560 0.394 0.173
H -0.349 4.341 0.680 0.231
H 1.027 3.432 1.323 0.219
H -0.684 3.230 1.935 0.220
N 0.171 -0.944 -0.477 -0.704
C -0.081 -2.063 -1.103 0.417
N 0.046 -3.277 -0.612 -0.701
H 0.769 -0.966 0.341 0.423
H -0.372 -0.099 -0.568 0.455
H -0.653 -2.023 -2.023 0.232
H -0.470 -4.017 -1.065 0.442
H 0.717 -3.570 0.084 0.436
```

Values from the calculation:
- HOMO-LUMO gap (eV) = 11.09
- HOMO (eV) = -15.639
- charge = +1
- molar mass (g mol⁻¹) = 61.108
- spin multiplicity = 1



arrangement y comes first in stability; the runner-up is 0.0098 hartree higher.



Arrangement w

A 6-piece molecular cluster, C10H32O6 overall. Source: the Open Molecules 2025 dataset; level of theory: ωB97M-V with the def2-TZVPD basis set.

Structure (XYZ):
```
48
Properties=species:S:1:pos:R:3:nbo_charge:R:1
C -2.126 0.174 -1.888 -0.640
C -3.503 0.764 -1.494 -0.056
O -4.420 0.667 -2.604 -0.729
H -2.235 -0.902 -2.033 0.195
H -1.444 0.321 -1.072 0.221
H -1.770 0.704 -2.771 0.203
H -3.370 1.815 -1.259 0.188
H -3.945 0.255 -0.630 0.158
H -4.607 -0.255 -2.761 0.458
C 4.990 -1.708 1.490 -0.645
C 3.854 -0.932 0.779 -0.065
O 2.839 -0.394 1.593 -0.727
H 4.684 -2.679 1.904 0.203
H 5.471 -1.158 2.287 0.215
H 5.675 -1.885 0.679 0.222
H 3.387 -1.620 0.019 0.153
H 4.316 -0.105 0.244 0.180
H 2.782 -1.092 2.256 0.473
C 1.010 0.350 -4.256 -0.649
C 2.331 0.453 -3.425 -0.062
O 2.492 1.487 -2.482 -0.723
H 1.024 1.026 -5.106 0.206
H 0.104 0.534 -3.661 0.214
H 1.007 -0.648 -4.711 0.225
H 3.169 0.415 -4.128 0.160
H 2.400 -0.438 -2.775 0.166
H 2.012 2.254 -2.838 0.468
C -0.517 -1.703 2.028 -0.638
C -1.847 -1.664 1.254 -0.067
O -2.636 -2.764 1.730 -0.732
H -0.661 -1.405 3.054 0.213
H 0.212 -1.025 1.530 0.216
H -0.065 -2.689 1.972 0.211
H -1.715 -1.800 0.147 0.148
H -2.411 -0.728 1.318 0.179
H -3.523 -2.638 1.358 0.463
C -2.509 1.443 3.376 -0.622
C -1.323 2.001 2.628 -0.053
O -1.673 1.847 1.295 -0.769
H -3.354 2.057 3.089 0.209
H -2.415 1.565 4.488 0.202
H -2.735 0.448 3.056 0.207
H -0.377 1.438 2.803 0.149
H -1.113 3.034 2.867 0.154
H -0.845 1.763 0.769 0.506
O 0.852 1.313 0.122 -0.985
H 1.047 1.320 -0.820 0.493
H 1.479 0.781 0.579 0.502
```

Values from the calculation:
- HOMO-LUMO gap (eV) = 10.09
- HOMO (eV) = -9.528
- structure (SMILES) = CCO.CCO.CCO.CCO.CCO.O
- charge = 0
- molar mass (g mol⁻¹) = 248.360
- spin multiplicity = 1



Arrangement x

A 6-piece molecular cluster, C10H32O6 overall. Source: the Open Molecules 2025 dataset; level of theory: ωB97M-V with the def2-TZVPD basis set.

Structure (XYZ):
```
48
Properties=species:S:1:pos:R:3:nbo_charge:R:1
C 1.838 -1.803 3.202 -0.637
C 0.566 -2.541 2.822 -0.057
O 0.585 -2.995 1.483 -0.738
H 1.951 -0.909 2.583 0.198
H 2.730 -2.410 3.019 0.212
H 1.862 -1.518 4.256 0.204
H -0.289 -1.867 2.980 0.142
H 0.400 -3.421 3.444 0.174
H 0.431 -2.218 0.928 0.486
C 4.006 2.146 -1.067 -0.633
C 4.269 3.397 -1.870 -0.064
O 3.809 4.572 -1.210 -0.716
H 4.161 1.246 -1.665 0.213
H 2.954 2.136 -0.768 0.195
H 4.614 2.121 -0.166 0.215
H 3.823 3.313 -2.868 0.153
H 5.336 3.550 -2.034 0.178
H 2.848 4.559 -1.222 0.458
C -2.716 -0.330 -3.112 -0.632
C -2.195 0.647 -4.131 -0.061
O -3.070 0.578 -5.272 -0.730
H -2.086 -0.337 -2.222 0.216
H -2.831 -1.322 -3.543 0.217
H -3.706 -0.006 -2.776 0.211
H -1.174 0.396 -4.433 0.156
H -2.214 1.659 -3.713 0.154
H -2.719 1.133 -5.975 0.467
C -0.656 1.318 4.356 -0.634
C -1.531 1.175 3.126 -0.065
O -0.840 1.591 1.939 -0.755
H -1.204 1.039 5.253 0.219
H -0.326 2.355 4.455 0.203
H 0.232 0.704 4.215 0.219
H -2.470 1.727 3.220 0.168
H -1.796 0.128 2.975 0.183
H -0.893 2.548 1.865 0.482
C -2.478 -3.349 -0.976 -0.253
O -3.140 -4.417 -0.328 -0.722
H -1.747 -2.934 -0.276 0.195
H -1.932 -3.679 -1.863 0.159
H -3.132 -2.511 -1.239 0.157
H -3.394 -5.075 -0.979 0.463
C 0.581 -0.085 -0.681 -0.254
O -0.333 -0.589 0.275 -0.767
H 0.158 0.781 -1.200 0.163
H 1.534 0.208 -0.226 0.166
H 0.800 -0.870 -1.403 0.186
H -0.617 0.155 0.826 0.506
```

Values from the calculation:
- HOMO-LUMO gap (eV) = 9.85
- HOMO (eV) = -9.697
- structure (SMILES) = CCO.CCO.CCO.CCO.CO.CO
- charge = 0
- molar mass (g mol⁻¹) = 248.360
- spin multiplicity = 1



arrangement w comes first in stability; the runner-up is 0.0119 hartree higher.